{
  "formula": "C29H51N7O4PRuS",
  "method": "wB97M-V/def2-TZVPD",
  "lumo_energy_ha": [0.0199, 0.0152],
  "spin_multiplicity": 6,
  "relative_energy_kj_mol": 336.4,
  "s2": 8.77,
  "e_homo_ev": [-6.01, -7.10],
  "symbols": ["Ru", "N", "C", "S", "N", "N", "C", "C", "C", "C", "C", "C", "C", "O", "H", "H", "H", "H", "H", "H", "H", "C", "O", "C", "C", "O", "C", "C", "O", "C", "H", "H", "H", "H", "H", "H", "H", "H", "H", "H", "H", "H", "H", "H", "N", "P", "N", "C", "C", "C", "C", "C", "N", "C", "C", "C", "C", "C", "N", "C", "C", "C", "C", "C", "H", "H", "H", "H", "H", "H", "H", "H", "H", "H", "H", "H", "H", "H", "H", "H", "H", "H", "H", "H", "H", "H", "H", "H", "H", "H", "H", "H", "H", "H"],
  "positions_angstrom": [[0.6467, 0.1097, 3.3121], [3.6215, 0.6972, 4.8300], [2.6626, 0.9526, 3.9151], [-0.5083, 0.6553, 5.1000], [2.5689, 2.1926, 3.4827], [1.4553, 2.1774, 2.6759], [0.9161, 3.2658, 2.3025], [-0.2829, 3.2965, 1.4632], [-0.9099, 4.5315, 1.2795], [-2.0345, 4.6707, 0.4853], [-2.5500, 3.5559, -0.1599], [-1.9435, 2.3193, -0.0024], [-0.8303, 2.1785, 0.8106], [-0.2808, 0.9391, 1.0537], [3.6539, -0.2073, 5.2589], [4.0825, 1.4638, 5.2990], [1.3424, 4.2164, 2.6252], [-0.4900, 5.3969, 1.7779], [-2.5007, 5.6396, 0.3670], [-3.4278, 3.6423, -0.7877], [-2.3426, 1.4585, -0.5203], [-3.0868, -0.6756, 2.8632], [-1.9075, -1.2644, 2.3426], [-1.5552, -2.4599, 2.9955], [-0.4059, -3.0548, 2.2204], [0.7268, -2.1821, 2.2177], [1.9587, -2.7931, 2.5763], [2.0123, -3.1301, 4.0521], [1.6841, -1.9544, 4.7447], [1.5097, -2.1215, 6.1369], [-3.9417, -1.3486, 2.7211], [-3.2531, 0.2469, 2.3092], [-2.9686, -0.4328, 3.9213], [-2.3962, -3.1692, 2.9949], [-1.2683, -2.2519, 4.0362], [-0.7158, -3.1910, 1.1787], [-0.1396, -4.0319, 2.6304], [2.7303, -2.0614, 2.3332], [2.1220, -3.6952, 1.9749], [3.0227, -3.4775, 4.3104], [1.3093, -3.9354, 4.3096], [2.4497, -2.4231, 6.6143], [0.7492, -2.8827, 6.3438], [1.1760, -1.1615, 6.5249], [0.4081, 0.2200, 0.0224], [0.1035, 0.1357, -1.5189], [-1.3297, -0.5803, -1.9884], [-1.4128, -1.3683, -3.2219], [-2.8845, -1.6827, -3.5506], [-3.8138, -0.6760, -2.8815], [-3.6912, -0.8027, -1.3591], [-2.2365, -1.1051, -0.9670], [0.2054, 1.5665, -2.3462], [-0.4686, 1.8778, -3.6014], [-1.0090, 3.3031, -3.6097], [0.0784, 4.3115, -3.2609], [0.7040, 3.9459, -1.9199], [1.2487, 2.5259, -1.9638], [1.2814, -0.8942, -2.0770], [2.4740, -0.4305, -2.7737], [2.9737, -1.5022, -3.7346], [3.2331, -2.8120, -2.9985], [1.9800, -3.2471, -2.2461], [1.4911, -2.1336, -1.3296], [-0.8432, -2.2995, -3.1137], [-0.9475, -0.8153, -4.0380], [-3.1350, -2.6839, -3.1896], [-3.0235, -1.6987, -4.6322], [-4.8457, -0.8283, -3.2001], [-3.5333, 0.3350, -3.1888], [-4.3307, -1.6116, -0.9973], [-4.0389, 0.1129, -0.8758], [-2.0889, -2.1921, -0.8893], [-1.9728, -0.6977, 0.0069], [-1.2913, 1.1804, -3.7394], [0.2300, 1.7483, -4.4435], [-1.8116, 3.3734, -2.8726], [-1.4408, 3.5125, -4.5910], [-0.3305, 5.3232, -3.2384], [0.8517, 4.2959, -4.0384], [-0.0432, 4.0231, -1.1283], [1.5197, 4.6281, -1.6700], [1.6504, 2.2254, -0.9956], [2.0698, 2.4883, -2.6944], [3.2678, -0.1899, -2.0503], [2.2363, 0.4789, -3.3201], [3.8815, -1.1500, -4.2293], [2.2159, -1.6603, -4.5086], [4.0495, -2.6654, -2.2831], [3.5556, -3.5884, -3.6946], [2.1769, -4.1434, -1.6531], [1.1925, -3.4974, -2.9635], [2.2251, -1.9530, -0.5324], [0.5584, -2.4031, -0.8298]],
  "forces_ev_per_angstrom": [[0.1, 0.1, 0.2], [0.0, 0.0, -0.1], [-0.1, 0.0, 0.1], [-0.1, -0.2, -0.4], [0.0, 0.0, -0.1], [-0.1, 0.1, 0.2], [0.1, 0.0, -0.1], [-0.1, 0.0, 0.0], [0.0, 0.0, 0.0], [0.0, 0.0, 0.0], [0.0, 0.0, 0.0], [-0.1, 0.0, 0.0], [0.3, 0.2, 0.0], [-0.7, -0.2, 0.0], [-0.1, 0.0, 0.0], [0.1, 0.0, 0.0], [0.0, 0.0, -0.1], [0.0, 0.0, 0.0], [0.0, 0.0, 0.0], [0.0, 0.0, 0.0], [0.0, 0.0, 0.0], [0.1, 0.0, 0.0], [-0.1, 0.0, 0.0], [0.1, 0.1, 0.0], [0.0, 0.0, -0.2], [-0.1, 0.1, 0.2], [0.0, -0.1, -0.1], [0.0, 0.0, 0.0], [0.1, 0.0, 0.0], [0.0, 0.0, 0.1], [0.0, 0.0, 0.0], [0.0, 0.0, 0.0], [0.0, 0.0, 0.0], [0.0, 0.0, 0.0], [0.0, 0.0, 0.0], [0.0, 0.0, 0.0], [0.0, 0.0, 0.0], [0.0, 0.0, 0.0], [0.0, 0.0, 0.0], [0.0, 0.0, 0.0], [0.0, 0.0, 0.0], [0.0, 0.0, 0.0], [0.0, 0.0, 0.0], [0.0, 0.0, 0.0], [0.5, 0.1, 0.2], [-0.1, 0.1, 0.1], [0.0, 0.0, 0.0], [0.0, 0.0, 0.0], [0.0, 0.0, 0.0], [0.0, 0.0, 0.0], [0.0, 0.0, 0.0], [0.0, 0.0, 0.0], [0.0, 0.0, 0.0], [0.0, -0.1, 0.0], [0.0, 0.0, 0.0], [0.0, 0.0, 0.0], [0.0, 0.0, 0.0], [0.0, 0.0, 0.0], [-0.1, 0.0, -0.2], [0.1, 0.0, 0.1], [0.0, 0.0, 0.0], [0.0, 0.0, 0.0], [0.0, 0.0, 0.0], [0.0, 0.0, 0.0], [0.0, 0.0, 0.0], [0.0, 0.0, 0.0], [0.0, 0.0, 0.0], [0.0, 0.0, 0.0], [0.0, 0.0, 0.0], [0.0, 0.0, 0.0], [0.0, 0.0, 0.0], [0.0, 0.0, 0.0], [0.0, 0.0, 0.0], [0.0, 0.0, 0.0], [0.0, 0.0, 0.0], [0.0, 0.0, 0.0], [0.0, 0.0, 0.0], [0.0, 0.0, 0.0], [0.0, 0.0, 0.0], [0.0, 0.0, 0.0], [0.1, 0.0, -0.1], [0.0, 0.0, 0.0], [0.0, 0.0, 0.0], [0.0, 0.0, 0.0], [0.0, 0.0, 0.0], [0.0, 0.0, 0.0], [0.0, 0.0, 0.0], [0.0, 0.0, 0.0], [0.0, 0.0, 0.0], [0.0, 0.0, 0.0], [0.0, 0.0, 0.0], [0.0, 0.0, 0.0], [0.0, 0.0, 0.0], [0.0, 0.0, 0.0]],
  "lowdin_spin": [3.4359, 0.0200, 0.1418, 0.9547, 0.0473, 0.0972, 0.0205, 0.0011, 0.0010, -0.0002, 0.0008, 0.0008, 0.0042, 0.0471, 0.0015, 0.0050, 0.0039, 0.0003, 0.0000, 0.0001, 0.0000, 0.0095, 0.0244, 0.0065, 0.0035, 0.0538, 0.0100, 0.0031, 0.0463, 0.0120, 0.0004, 0.0003, 0.0109, 0.0002, 0.0052, 0.0007, 0.0005, 0.0056, 0.0011, 0.0007, 0.0003, 0.0006, 0.0005, 0.0117, 0.0078, 0.0008, 0.0001, 0.0000, 0.0000, 0.0000, 0.0000, 0.0000, 0.0001, 0.0000, 0.0000, 0.0000, 0.0000, 0.0000, 0.0002, 0.0000, 0.0000, 0.0000, 0.0000, 0.0000, 0.0000, 0.0000, 0.0000, 0.0000, 0.0000, 0.0000, 0.0000, 0.0000, 0.0000, 0.0000, 0.0000, 0.0000, 0.0000, 0.0000, 0.0000, 0.0000, 0.0000, 0.0000, 0.0000, 0.0000, 0.0000, 0.0000, 0.0000, 0.0000, 0.0000, 0.0000, 0.0000, 0.0000, 0.0000, 0.0000]
}

=====

{
  "formula": "C29H52FN4O5PS",
  "method": "wB97M-V/def2-TZVPD",
  "lumo_energy_ha": [0.0107, 0.0001],
  "spin_multiplicity": 3,
  "s2": 3.01,
  "e_homo_ev": [-8.15, -8.52],
  "symbols": ["C", "C", "C", "C", "C", "N", "C", "C", "N", "C", "C", "F", "C", "O", "C", "P", "O", "O", "S", "H", "H", "H", "H", "H", "H", "H", "H", "H", "H", "H", "H", "H", "H", "H", "H", "C", "C", "C", "C", "C", "C", "N", "O", "C", "C", "C", "H", "H", "H", "H", "H", "H", "H", "H", "H", "H", "H", "H", "H", "H", "H", "H", "H", "H", "C", "C", "C", "C", "C", "C", "N", "O", "C", "C", "C", "H", "H", "H", "H", "H", "H", "H", "H", "H", "H", "H", "H", "H", "H", "H", "H", "H", "H"],
  "positions_angstrom": [[5.6937, 8.1627, 0.0192], [5.9089, 7.3030, -1.1251], [6.2272, 5.8599, -0.8987], [5.0639, 4.8979, -1.1918], [3.8799, 5.4458, -0.5447], [2.9219, 5.9483, -0.0755], [5.2750, 3.4457, -0.6766], [5.8749, 2.5626, -1.6655], [6.3530, 1.8668, -2.4562], [3.9137, 2.8103, -0.2889], [3.9382, 1.3087, -0.1478], [3.4905, 0.7387, -1.3104], [6.1732, 3.3738, 0.5613], [7.5211, 3.4254, 0.1815], [8.3157, 2.3439, 0.6310], [4.7166, 5.0271, -3.0365], [3.6651, 3.8949, -3.4621], [3.9057, 6.3741, -3.2630], [6.2885, 5.0240, -4.1374], [6.5478, 8.6727, 0.4230], [4.7418, 8.2712, 0.5019], [5.8315, 7.6883, -2.1204], [6.5565, 5.7834, 0.1239], [7.0792, 5.6219, -1.5164], [3.6393, 3.2261, 0.6688], [3.1320, 3.0608, -0.9915], [3.2831, 0.9830, 0.6463], [4.9180, 0.9157, 0.0768], [5.9755, 4.2280, 1.2000], [5.9518, 2.5009, 1.1535], [7.7558, 1.4221, 0.7014], [8.7959, 2.5944, 1.5675], [9.0880, 2.1885, -0.1053], [3.6254, 3.1438, -2.8626], [2.9651, 6.2539, -3.0855], [-3.3249, -0.5236, -0.6422], [-2.0150, 0.0492, -0.0656], [-1.7488, 1.4347, -0.6520], [-1.3128, 1.3933, -2.1164], [-0.1204, 0.4548, -2.3049], [-0.3435, -0.9414, -1.7239], [-0.8688, -0.8679, -0.3308], [0.0930, -0.6287, 0.4935], [-1.3020, -1.7434, -2.6244], [0.9731, -1.7057, -1.7393], [-2.2445, 0.1661, 1.4360], [-4.1839, -0.1045, -0.1214], [-3.4752, -0.2988, -1.6965], [-3.3688, -1.6040, -0.5086], [-0.9682, 1.9316, -0.0664], [-2.6486, 2.0440, -0.5479], [-2.1433, 1.0861, -2.7575], [-1.0376, 2.3987, -2.4406], [0.1165, 0.3638, -3.3666], [0.7580, 0.9042, -1.8302], [-1.5799, -2.6849, -2.1488], [-0.8111, -1.9817, -3.5674], [-2.2128, -1.2097, -2.8839], [1.7645, -1.1631, -1.2280], [1.2983, -1.8559, -2.7677], [0.8692, -2.6852, -1.2702], [-2.4285, -0.8138, 1.8792], [-3.1177, 0.7900, 1.6187], [-1.4016, 0.6242, 1.9500], [-5.7845, -6.3282, 0.6379], [-5.0727, -4.9617, 0.7270], [-3.6509, -5.1493, 1.2539], [-3.6012, -5.4902, 2.7419], [-4.3822, -4.4643, 3.5617], [-5.8104, -4.2407, 3.0639], [-5.8394, -4.0150, 1.5896], [-5.4987, -2.8012, 1.3270], [-6.7012, -5.4369, 3.4477], [-6.4080, -3.0364, 3.7813], [-5.0227, -4.4298, -0.6998], [-5.4774, -6.8512, -0.2666], [-5.5514, -6.9958, 1.4646], [-6.8664, -6.2030, 0.5893], [-3.0781, -4.2313, 1.0844], [-3.1574, -5.9328, 0.6753], [-3.9901, -6.4963, 2.9213], [-2.5621, -5.5047, 3.0748], [-4.4157, -4.7738, 4.6080], [-3.8400, -3.5138, 3.5374], [-7.6815, -5.3539, 2.9775], [-6.8529, -5.4548, 4.5263], [-6.2769, -6.4031, 3.1865], [-5.7894, -2.1473, 3.6780], [-6.4927, -3.2549, 4.8447], [-7.4038, -2.8069, 3.4006], [-6.0280, -4.2777, -1.0952], [-4.5123, -5.1518, -1.3355], [-4.4801, -3.4900, -0.7735]],
  "forces_ev_per_angstrom": [[0.3, -0.1, -0.4], [-0.3, 0.0, 0.6], [0.6, 0.8, -0.3], [-0.3, 0.1, -0.2], [-3.1, 1.9, 1.6], [2.7, -1.5, -1.3], [-0.7, -0.7, 0.2], [1.1, -0.6, -1.5], [-0.6, 0.5, 0.9], [0.4, -0.1, 0.4], [-0.2, 0.1, 0.4], [-0.1, -0.3, -0.8], [0.6, 0.8, 0.1], [-0.1, -0.1, 0.0], [0.3, 0.3, -0.3], [1.6, -0.1, -1.8], [-0.4, 0.4, 0.7], [-0.4, -0.2, 0.3], [-0.2, 0.1, 0.5], [0.2, 0.3, 0.4], [-0.4, 0.1, 0.1], [0.0, 0.1, -0.5], [-0.1, -0.3, 0.4], [0.2, -0.5, -0.3], [-0.3, 0.3, 0.3], [-0.3, 0.1, -0.1], [-0.4, -0.1, 0.2], [0.5, -0.1, -0.1], [-0.4, 0.2, 0.2], [-0.1, -0.6, 0.1], [-0.3, -0.3, 0.2], [0.0, -0.1, 0.4], [0.3, 0.0, -0.3], [0.0, -0.4, -0.1], [-0.3, 0.2, 0.1], [0.0, -0.1, -0.2], [-1.5, -0.2, 0.0], [0.4, 0.2, -0.3], [0.0, -0.1, 0.0], [-0.1, 0.5, 0.2], [-0.3, -1.0, -1.2], [1.1, 1.5, 0.1], [0.0, -0.5, 0.3], [-0.2, 0.1, 0.0], [0.3, 0.0, 0.4], [0.4, 0.0, 0.3], [0.1, 0.1, 0.1], [0.1, 0.0, 0.0], [0.0, 0.0, 0.0], [0.0, -0.1, 0.1], [-0.1, -0.1, 0.1], [0.0, 0.0, 0.0], [0.0, 0.0, 0.0], [0.0, -0.1, 0.0], [0.0, -0.1, 0.1], [0.0, 0.0, 0.0], [0.1, 0.0, 0.0], [0.0, 0.0, 0.1], [-0.1, 0.0, 0.1], [-0.1, 0.0, -0.1], [0.0, 0.0, 0.0], [0.0, 0.0, 0.0], [-0.1, 0.0, -0.1], [0.1, -0.1, -0.1], [-0.1, -0.1, 0.2], [-0.4, -1.3, -0.7], [0.3, 0.2, 0.4], [-0.1, 0.0, 0.0], [0.5, 0.0, -0.2], [-0.9, -0.8, 0.9], [1.7, 0.8, 0.3], [-0.5, 0.3, -0.3], [0.1, -0.2, -0.1], [0.0, 0.4, -0.2], [0.0, 0.4, -0.1], [0.1, 0.1, -0.1], [0.0, 0.1, 0.0], [0.0, 0.0, 0.0], [-0.1, 0.1, 0.0], [-0.1, 0.0, -0.1], [0.0, 0.0, 0.0], [0.0, 0.0, 0.0], [-0.1, 0.0, 0.0], [-0.1, 0.1, -0.1], [0.0, 0.0, 0.0], [0.0, 0.1, 0.0], [0.0, 0.0, 0.0], [0.0, 0.0, -0.1], [0.0, -0.1, 0.0], [0.0, 0.0, 0.0], [0.0, 0.0, 0.0], [0.0, -0.1, 0.1], [-0.1, 0.0, 0.1]],
  "lowdin_spin": [0.8273, 0.7548, 0.1258, 0.0355, 0.0110, 0.0081, 0.0040, 0.0004, 0.0008, 0.0012, 0.0007, 0.0001, 0.0004, 0.0014, 0.0001, 0.0014, 0.0003, 0.0094, 0.0013, 0.0709, 0.0689, 0.0498, 0.0083, 0.0174, 0.0000, 0.0002, 0.0003, 0.0000, 0.0003, 0.0000, 0.0000, 0.0000, 0.0000, 0.0001, 0.0001, 0.0025, 0.0265, 0.0154, 0.0008, 0.0154, 0.0266, 0.3688, 0.5333, 0.0026, -0.0011, -0.0011, -0.0003, 0.0000, 0.0012, 0.0025, 0.0014, 0.0003, 0.0007, 0.0014, 0.0024, 0.0014, -0.0004, 0.0000, -0.0005, -0.0004, 0.0002, 0.0000, -0.0003, -0.0006, -0.0024, -0.0264, -0.0149, -0.0008, -0.0151, -0.0265, -0.3655, -0.5380, -0.0024, 0.0011, 0.0009, 0.0004, 0.0000, -0.0015, -0.0022, -0.0014, -0.0003, -0.0007, -0.0014, -0.0024, -0.0014, 0.0004, 0.0000, 0.0005, 0.0003, -0.0002, -0.0002, 0.0003, 0.0007]
}